(1)
Here is an isolated molecule of C2H3NO2 in a non-equilibrium geometry from the OMol25 dataset. Energies are from ωB97M-V/def2-TZVPD.

Geometry as ORCA input:
```
! wB97M-V def2-TZVPD RIJCOSX def2/J DEFGRID3
* xyz 0 1
C -0.336 0.323 0.462
C -0.639 -0.497 -0.681
N 1.078 0.272 0.608
O -0.983 -0.937 0.464
O 1.300 -0.725 -0.361
H -1.048 1.054 0.792
H -0.953 -0.684 -1.586
H 1.582 1.196 0.301
*
```

- molar mass (g/mol) = 73.05
- energy (Eh) = -283.0188
- energy relative to the best compared isomer or geometry (same formula, charge and spin) (kcal/mol) = 150.1



(2)
Here is a 2-piece molecular cluster, CH3IOS overall in a non-equilibrium geometry from the OMol25 dataset. Energies are from ωB97M-V/def2-TZVPD.

Geometry as ORCA input:
```
! wB97M-V def2-TZVPD RIJCOSX def2/J DEFGRID3
* xyz 0 1
C -0.021 -0.028 -0.030
O -1.157 -2.262 -2.591
S -1.075 -2.492 -1.153
I 0.895 -3.736 -0.500
H 1.007 -0.334 0.023
H -0.527 0.143 0.923
H -0.430 0.801 -0.605
*
```

- molar mass (g/mol) = 190.01
- energy (Eh) = -810.9080
- energy relative to the best compared isomer or geometry (same formula, charge and spin) (kcal/mol) = 49.6



(3)
Here is a 3-piece molecular cluster, C12H9F9N5O8 overall in a non-equilibrium geometry from the OMol25 dataset. Energies are from ωB97M-V/def2-TZVPD.

Geometry as ORCA input:
```
! wB97M-V def2-TZVPD RIJCOSX def2/J DEFGRID3
* xyz -1 1
C 2.666 0.907 1.094
C 1.469 1.188 -0.041
C 1.241 2.844 0.011
N 0.684 3.999 -0.293
O 2.043 0.754 -1.329
N 2.323 1.938 -1.963
O 2.150 1.812 -3.173
C 0.055 0.382 0.348
C -0.540 1.184 1.665
N -0.954 1.787 2.747
C 0.451 -1.142 0.912
O 1.364 -1.939 0.352
O -0.203 -1.666 2.156
C -0.999 0.291 -0.916
F -0.814 1.404 -1.922
F -0.590 -0.950 -1.679
C -2.562 0.042 -0.494
F -3.178 -0.717 -1.647
F -2.710 -0.898 0.680
C -3.473 1.386 -0.309
F -2.732 2.644 -0.085
F -4.297 1.583 -1.547
C -4.578 1.281 0.942
F -3.895 1.259 2.289
F -5.489 2.479 0.818
F -5.475 0.094 0.795
H 3.516 1.700 0.834
H 2.311 1.157 2.186
H 3.162 -0.146 0.980
C 7.179 0.568 -0.434
N 5.886 0.686 0.293
O 5.408 1.820 0.416
O 5.388 -0.362 0.719
H 7.498 1.563 -0.751
H 7.905 0.130 0.254
H 7.012 -0.077 -1.299
C -3.541 -3.590 -0.433
N -4.333 -4.843 -0.300
O -4.488 -5.525 -1.319
O -4.775 -5.106 0.824
H -3.217 -3.486 -1.470
H -4.189 -2.759 -0.146
H -2.681 -3.672 0.234
*
```

- molar mass (g/mol) = 522.21
- energy (Eh) = -2236.5229